Entry 1:
A 2-piece molecular cluster, C5H11INO overall at a distorted geometry, computed with ωB97M-V/def2-TZVPD.

Calculated values
HOMO level ... -12.4 eV
HOMO-LUMO gap ... 8.602 eV
Energy above the lowest of the compared OMol25 structures with the same formula, charge and spin ... 162.2 kJ/mol

ORCA input file:
```
! RIJCOSX wB97M-V def2-TZVPD def2/J DEFGRID3
* xyz 1 1
C -1.553 2.283 -0.802
C -2.004 1.336 0.216
C 1.541 -3.721 0.705
C 0.908 -1.232 -0.013
C 1.636 -2.346 -0.009
N -0.376 3.201 -0.323
O -1.819 2.379 -1.944
I 1.605 0.421 -1.151
H -1.696 1.361 1.240
H -3.216 1.325 0.398
H -1.780 0.311 -0.091
H 2.198 -4.493 0.190
H 0.428 -3.926 0.712
H 2.058 -3.762 1.694
H -0.065 -1.003 0.496
H 2.536 -2.333 -0.530
H -0.045 3.667 -1.113
H 0.356 2.576 -0.038
H -0.713 3.956 0.362
*
```

Entry 2:
A 2-piece molecular cluster, C5H11ISi overall at a distorted geometry, computed with ωB97M-V/def2-TZVPD.

Calculated values
HOMO level ... -7.8 eV
HOMO-LUMO gap ... 8.059 eV
Energy above the lowest of the compared OMol25 structures with the same formula, charge and spin ... 307.0 kJ/mol

ORCA input file:
```
! RIJCOSX wB97M-V def2-TZVPD def2/J DEFGRID3
* xyz 0 1
C -1.562 -1.262 -2.067
C -0.519 -1.690 -1.353
C -0.198 2.004 -0.451
C 2.293 0.033 0.551
C -0.622 0.001 1.986
Si 0.458 0.363 0.411
I 0.231 -3.691 -1.357
H -2.119 -1.986 -2.686
H -1.888 -0.327 -1.994
H -1.247 1.682 -0.848
H -0.411 2.734 0.321
H 0.489 2.363 -1.224
H 2.861 0.527 -0.329
H 2.689 0.544 1.418
H 2.490 -1.020 0.915
H -0.379 -0.937 2.326
H -0.799 0.760 2.704
H -1.769 -0.099 1.676
*
```

Entry 3:
C5H11LiO5PS as an isolated structure, computed with ωB97M-V/def2-TZVPD.

Calculated values
HOMO level ... -13.2 eV
HOMO-LUMO gap ... 9.008 eV

ORCA input file:
```
! RIJCOSX wB97M-V def2-TZVPD def2/J DEFGRID3
* xyz 1 1
C 3.116 -1.325 0.053
P 2.302 0.148 -0.654
C 3.511 1.430 -0.241
O 1.178 0.469 0.650
S -0.293 -0.124 0.428
O -0.553 -0.780 1.735
O -1.038 1.261 0.454
C -2.476 1.266 0.155
C -2.861 0.463 -1.077
C -3.327 -0.967 -0.868
O -3.453 -1.744 -1.763
O -3.633 -1.260 0.430
H 3.853 -1.641 -0.690
H 2.399 -2.151 0.125
H 3.636 -1.176 1.005
H 3.538 1.679 0.820
H 4.496 1.059 -0.533
H 3.293 2.322 -0.825
H -2.690 2.318 -0.004
H -3.016 0.943 1.041
H -3.700 0.983 -1.548
H -2.067 0.453 -1.825
H -3.270 -2.124 0.659
Li 1.052 -1.503 2.473
*
```

Entry 4:
An isolated ion of composition C5H11N and charge -1 at a distorted geometry, computed with ωB97M-V/def2-TZVPD.

Calculated values
HOMO level (spin up / spin down) ... 1.6 / -4.4 eV
HOMO-LUMO gap (spin up / spin down) ... 2.666 / 9.076 eV
Energy above the lowest of the compared OMol25 structures with the same formula, charge and spin ... 110.5 kJ/mol

ORCA input file:
```
! RIJCOSX wB97M-V def2-TZVPD def2/J DEFGRID3
* xyz -1 2
C -0.759 -0.158 1.923
N 0.195 -0.324 0.808
C -0.417 -1.005 -0.330
C 0.386 -0.630 -1.551
C 0.499 0.863 -1.262
C 0.778 0.938 0.277
H -1.107 -1.056 2.554
H -0.192 0.352 2.696
H -1.615 0.421 1.557
H -1.434 -0.577 -0.444
H -0.420 -2.104 -0.238
H 1.266 -1.276 -1.617
H -0.248 -0.763 -2.382
H 1.392 1.256 -1.888
H -0.386 1.431 -1.491
H 0.192 1.633 0.903
H 1.871 0.998 0.485
*
```

Entry 5:
A 2-piece molecular cluster, C5H11N overall, computed with ωB97M-V/def2-TZVPD.

Calculated values
HOMO level ... -8.4 eV
HOMO-LUMO gap ... 9.462 eV
Energy above the lowest of the compared OMol25 structures with the same formula, charge and spin ... 152.9 kJ/mol

ORCA input file:
```
! RIJCOSX wB97M-V def2-TZVPD def2/J DEFGRID3
* xyz 0 1
C -0.842 -0.549 2.119
C -2.119 -0.208 2.065
C -3.025 -0.511 0.904
H -0.252 -0.334 3.009
H -0.380 -1.004 1.247
H -2.582 0.232 2.939
H -4.078 -0.366 1.152
H -2.928 -1.544 0.585
H -2.825 0.099 0.017
C 1.114 0.058 -2.407
C 1.787 0.773 -1.514
N 3.097 0.507 -1.111
H 1.547 -0.872 -2.781
H 0.127 0.291 -2.776
H 1.454 1.715 -1.102
H 3.364 -0.469 -1.144
H 3.281 0.856 -0.181
*
```

Entry 6:
A 2-piece molecular cluster, C5H11N overall at a distorted geometry, computed with ωB97M-V/def2-TZVPD.

Calculated values
HOMO level ... -5.5 eV
HOMO-LUMO gap ... 3.014 eV
Energy above the lowest of the compared OMol25 structures with the same formula, charge and spin ... 711.4 kJ/mol

ORCA input file:
```
! RIJCOSX wB97M-V def2-TZVPD def2/J DEFGRID3
* xyz 0 1
C 2.522 1.375 -2.273
C -2.161 -2.106 0.410
C -2.343 -1.153 1.377
C -1.485 -0.071 1.673
C -0.224 0.154 0.956
N 1.990 1.228 -0.936
H 2.660 2.422 -1.900
H 1.791 1.258 -3.092
H 3.375 0.776 -2.594
H -2.900 -2.873 0.225
H -3.271 -1.201 1.931
H -1.862 0.634 2.417
H -0.276 -0.003 -0.132
H 0.135 1.167 1.107
H 0.574 -0.512 1.303
H -1.258 -2.051 -0.184
H 2.731 0.958 -0.287
*
```

Entry 7:
An isolated molecule of C5H11N at a distorted geometry, computed with ωB97M-V/def2-TZVPD.

Calculated values
HOMO level ... -9.0 eV
HOMO-LUMO gap ... 10.205 eV
Energy above the lowest of the compared OMol25 structures with the same formula, charge and spin ... 144.6 kJ/mol

ORCA input file:
```
! RIJCOSX wB97M-V def2-TZVPD def2/J DEFGRID3
* xyz 0 1
C -2.151 -1.689 0.779
C -1.275 -1.009 -0.243
C 0.055 -1.008 -0.290
C 0.751 0.185 -0.889
C 1.411 1.014 0.240
N 1.240 2.455 0.055
H -3.148 -1.309 0.979
H -1.649 -1.643 1.753
H -2.199 -2.779 0.640
H -1.822 -0.226 -0.765
H 0.645 -1.876 -0.013
H 1.570 -0.033 -1.582
H 0.058 0.837 -1.417
H 2.453 0.771 0.301
H 1.105 0.726 1.250
H 2.132 2.926 0.046
H 0.823 2.656 -0.844
*
```

Entry 8:
An isolated molecule of C5H11N at a distorted geometry, computed with ωB97M-V/def2-TZVPD.

Calculated values
HOMO level ... -9.2 eV
HOMO-LUMO gap ... 10.230 eV
Energy above the lowest of the compared OMol25 structures with the same formula, charge and spin ... 54.2 kJ/mol

ORCA input file:
```
! RIJCOSX wB97M-V def2-TZVPD def2/J DEFGRID3
* xyz 0 1
C -1.100 1.500 -0.530
C -0.735 0.303 -0.052
C -1.756 -0.738 0.335
C 0.698 -0.029 0.317
C 1.280 -1.100 -0.578
N 1.554 1.148 0.278
H -0.362 2.279 -0.743
H -2.153 1.678 -0.798
H -2.756 -0.479 0.035
H -1.532 -1.698 -0.128
H -1.789 -0.914 1.421
H 0.619 -0.484 1.336
H 2.256 -1.482 -0.236
H 1.384 -0.742 -1.627
H 0.643 -1.969 -0.585
H 2.499 0.904 0.568
H 1.250 1.823 0.986
*
```

Entry 9:
An isolated molecule of C5H11N at a distorted geometry, computed with ωB97M-V/def2-TZVPD.

Calculated values
HOMO level ... -7.2 eV
HOMO-LUMO gap ... 8.278 eV
Energy above the lowest of the compared OMol25 structures with the same formula, charge and spin ... 250.2 kJ/mol

ORCA input file:
```
! RIJCOSX wB97M-V def2-TZVPD def2/J DEFGRID3
* xyz 0 1
C -1.049 -1.854 0.911
C -0.283 -0.632 0.834
C 0.105 -0.055 -0.290
C 0.740 -0.955 -1.320
N 0.271 1.322 -0.579
C 0.230 2.443 0.481
H -2.046 -1.529 1.103
H -0.610 -2.453 1.690
H -1.108 -2.470 0.083
H -0.157 -0.069 1.731
H 0.778 -0.444 -2.423
H 1.864 -0.999 -1.042
H 0.453 -1.984 -1.571
H 0.078 1.686 -1.531
H 0.860 1.971 1.265
H -0.881 2.708 0.592
H 0.753 3.316 0.064
*
```

Entry 10:
An isolated molecule of C5H11N at a distorted geometry, computed with ωB97M-V/def2-TZVPD.

Calculated values
HOMO level ... -8.6 eV
HOMO-LUMO gap ... 9.709 eV
Energy above the lowest of the compared OMol25 structures with the same formula, charge and spin ... 263.4 kJ/mol

ORCA input file:
```
! RIJCOSX wB97M-V def2-TZVPD def2/J DEFGRID3
* xyz 0 1
C 0.967 -2.202 0.375
C 0.826 -0.914 -0.269
C -0.275 -0.427 -0.956
C -0.552 1.046 -1.044
C -1.000 1.632 0.224
N 0.126 1.390 1.205
H -0.006 -2.538 0.165
H 1.625 -2.985 -0.121
H 1.370 -2.026 1.389
H 1.756 -0.132 -0.137
H -0.942 -1.113 -1.590
H -1.333 1.183 -1.913
H 0.429 1.541 -1.402
H -1.244 2.667 0.242
H -1.994 1.034 0.446
H 0.539 0.435 1.268
H -0.291 1.407 2.118
*
```